ORCA calculation (the ωB97M-V functional and the def2-TZVPD basis) on 15 unconnected molecules or ions with the total composition C78H201N15O24.

```
318
Properties=species:S:1:pos:R:3:lowdin_charge:R:1
C -2.2878 2.2834 -5.6057 -0.0491
O -1.8232 2.2780 -7.0459 -0.2053
C -2.9071 2.5097 -7.9623 -0.2459
C -2.3287 2.7170 -9.3646 -0.2037
N -1.4894 1.6436 -9.9218 -0.0553
C -2.2464 0.4556 -10.2504 -0.2069
C -1.2186 -0.5559 -10.7796 -0.2112
O -1.7725 -1.8738 -10.7762 -0.2160
C -1.0708 -2.8313 -11.5393 -0.1079
H -2.9574 1.4358 -5.5026 0.0687
H -2.7699 3.2181 -5.2633 0.0823
H -1.4342 2.0775 -4.9740 0.0623
H -3.5323 3.3813 -7.6817 0.1207
H -3.6602 1.6656 -7.9716 0.1219
H -1.8181 3.6953 -9.3655 0.1198
H -3.1941 2.8102 -10.0188 0.1109
H -0.8316 1.4309 -9.2065 0.0852
H -3.0174 0.6114 -10.9979 0.1237
H -2.7204 0.0282 -9.3655 0.1052
H -0.2853 -0.5432 -10.1883 0.1185
H -0.9204 -0.2675 -11.7914 0.1211
H -1.5344 -3.8046 -11.4500 0.0865
H -0.0524 -2.9194 -11.1459 0.0772
H -1.0243 -2.5222 -12.5782 0.0834
C -2.3789 -2.0079 -5.6890 -0.1279
O -1.2989 -2.6685 -6.2531 -0.2264
C -0.9141 -2.1498 -7.5306 -0.2037
C 0.2469 -2.9818 -7.9929 -0.1985
N 1.3572 -2.9031 -7.0093 -0.0384
C 2.4515 -3.8476 -7.2484 -0.2226
C 3.5651 -3.6449 -6.2588 -0.2354
O 4.2503 -2.4138 -6.4756 -0.1740
C 5.2889 -2.2541 -5.6007 -0.1403
H -2.7952 -2.5620 -4.8243 0.0818
H -3.2059 -1.9590 -6.4009 0.0930
H -2.0225 -1.0169 -5.3776 0.0748
H -0.5788 -1.0959 -7.4911 0.1313
H -1.7500 -2.2057 -8.2629 0.1218
H 0.6160 -2.6025 -8.9265 0.0927
H -0.0285 -4.0459 -8.1547 0.1279
H 0.9029 -3.1090 -6.1163 0.0714
H 2.8853 -3.7028 -8.2330 0.1193
H 2.0965 -4.9013 -7.1419 0.1087
H 4.3256 -4.4408 -6.4318 0.1283
H 3.1467 -3.7898 -5.2525 0.1074
H 4.9396 -2.1605 -4.5714 0.0739
H 5.7993 -1.3347 -5.8760 0.0723
H 5.9854 -3.1016 -5.6736 0.0944
C 1.0399 4.0206 -0.4556 -0.0997
O 1.8012 2.8825 -0.7656 -0.2095
C 2.8825 3.2077 -1.6208 -0.2045
C 3.6455 1.9366 -1.9482 -0.1876
N 3.9564 1.2525 -0.6805 -0.0292
C 4.8793 0.1392 -0.8407 -0.1812
C 4.4608 -1.0828 -1.6888 -0.1763
O 3.5321 -1.9358 -0.9882 -0.1872
C 3.1026 -3.0116 -1.7203 -0.1624
H 0.5184 4.4216 -1.3308 0.0832
H 1.7071 4.7700 -0.0455 0.0764
H 0.2965 3.7351 0.2854 0.0697
H 3.5842 3.8351 -1.0657 0.1230
H 2.5964 3.7294 -2.5539 0.1276
H 4.5786 2.2500 -2.4049 0.1062
H 3.1208 1.3290 -2.6921 0.0894
H 3.1192 0.8754 -0.2534 0.0753
H 5.0501 -0.2428 0.1752 0.1170
H 5.8171 0.5585 -1.2214 0.0998
H 5.3587 -1.6530 -1.9650 0.1194
H 3.9729 -0.7935 -2.6487 0.1106
H 2.5872 -2.7694 -2.6604 0.0777
H 2.3928 -3.5842 -1.1074 0.0785
H 3.8945 -3.7373 -1.9371 0.0931
C -5.6383 -5.0626 4.5723 -0.1395
O -4.6955 -5.9903 4.1971 -0.1898
C -5.0925 -6.7249 3.0510 -0.2285
C -3.9522 -7.5900 2.5574 -0.2041
N -2.8908 -6.7299 2.0528 -0.0380
C -1.7372 -7.3866 1.4333 -0.2022
C -0.8221 -6.3066 0.8988 -0.2465
O -0.4909 -5.3700 1.9252 -0.1981
C 0.4244 -4.4292 1.3790 -0.1003
H -5.8433 -4.2789 3.8010 0.0923
H -5.2096 -4.5651 5.4342 0.0700
H -6.5780 -5.5649 4.8165 0.0922
H -5.3820 -6.0205 2.2661 0.1202
H -5.9932 -7.3188 3.2381 0.1220
H -4.4257 -8.1810 1.7759 0.1196
H -3.5873 -8.2525 3.3440 0.1227
H -2.5050 -6.3057 2.8981 0.0961
H -1.9667 -8.0059 0.5637 0.1207
H -1.1424 -7.9822 2.1444 0.1251
H -1.4450 -5.8040 0.1437 0.1168
H 0.0289 -6.7776 0.4434 0.1059
H -0.0606 -3.9605 0.5117 0.0692
H 1.3330 -4.9021 1.0075 0.0866
H 0.6506 -3.6704 2.1288 0.0720
C -2.0697 5.6788 2.1030 -0.1241
O -3.2936 4.9607 2.0826 -0.1965
C -3.0089 3.5216 2.2264 -0.1860
C -4.2573 2.7435 2.4549 -0.2013
N -5.2112 3.0127 1.3542 -0.0574
C -6.5803 2.4721 1.5477 -0.1902
C -6.5951 1.0015 1.3069 -0.1894
O -6.2992 0.3276 2.5705 -0.1846
C -6.1080 -1.0321 2.4131 -0.1261
H -1.3093 5.2538 1.4282 0.0761
H -1.6739 5.7065 3.1303 0.0797
H -2.2539 6.6964 1.7800 0.0824
H -2.2486 3.3993 2.9933 0.1063
H -2.5823 3.1928 1.2790 0.1053
H -4.7629 2.9076 3.4185 0.1302
H -4.0399 1.6870 2.4187 0.0951
H -5.2577 4.0242 1.3953 0.0984
H -7.1955 2.8913 0.7553 0.1129
H -7.0629 2.8092 2.4910 0.1326
H -5.7978 0.7693 0.5664 0.1102
H -7.5289 0.6652 0.8352 0.1248
H -5.8196 -1.5600 3.3302 0.0815
H -5.3543 -1.2590 1.6710 0.0552
H -7.0572 -1.4246 2.0438 0.0893
C 3.7912 5.6101 8.2654 -0.0816
O 4.6263 4.7137 7.5024 -0.1941
C 4.7290 3.4805 8.1871 -0.2518
C 5.7965 2.5603 7.6407 -0.2058
N 5.6791 2.1529 6.2572 -0.0381
C 4.4406 1.4470 5.8345 -0.1718
C 4.4387 1.3405 4.3114 -0.2489
O 4.4334 2.5379 3.6523 -0.1930
C 4.3367 2.4993 2.2669 -0.1065
H 3.6483 6.5056 7.6609 0.0841
H 4.3489 5.9102 9.1875 0.0991
H 2.8234 5.1697 8.4730 0.0654
H 3.7530 3.0076 8.1304 0.0848
H 4.9645 3.6710 9.2459 0.1257
H 5.8137 1.6744 8.2942 0.1245
H 6.7493 3.0827 7.7632 0.1187
H 5.6344 2.9859 5.6860 0.0962
H 3.5103 1.9210 6.2087 0.0962
H 4.4515 0.4132 6.1687 0.1067
H 3.5793 0.7523 4.0135 0.1057
H 5.3721 0.8679 4.0022 0.1286
H 3.3736 2.1708 1.8587 0.0767
H 5.1182 1.8329 1.8556 0.0830
H 4.5150 3.5044 1.9057 0.0788
C 8.3406 2.5262 0.1739 -0.1082
O 8.0047 2.4065 -1.1927 -0.2178
C 8.7820 1.3901 -1.8363 -0.2032
C 8.5899 1.6110 -3.3488 -0.2099
N 7.2206 1.5637 -3.7017 -0.0723
C 6.8825 1.5805 -5.0449 -0.2515
C 5.4579 1.3777 -5.3847 -0.2167
O 4.7315 2.6157 -5.2166 -0.1900
C 3.3194 2.4471 -5.3514 -0.1085
H 8.3839 1.5184 0.6232 0.0916
H 7.4661 2.9855 0.6388 0.0833
H 9.2660 3.0709 0.3386 0.0872
H 8.3886 0.4188 -1.5346 0.1133
H 9.8175 1.4373 -1.4864 0.1190
H 9.1294 0.8397 -3.9071 0.1219
H 9.0508 2.5777 -3.6317 0.1255
H 6.6637 2.1994 -3.1458 0.1091
H 7.3684 0.7096 -5.5201 0.1286
H 7.1930 2.5263 -5.5554 0.1413
H 5.0079 0.7122 -4.6560 0.1047
H 5.1965 0.9925 -6.3521 0.1185
H 2.8683 1.8473 -4.5707 0.0527
H 3.0204 2.0130 -6.3057 0.0880
H 2.8248 3.4247 -5.2876 0.0914
C -8.8957 -3.0570 -0.6057 -0.1157
O -8.2058 -1.8855 -0.9547 -0.1850
C -7.6367 -1.9881 -2.2429 -0.2367
C -6.5464 -0.9741 -2.4325 -0.2079
N -5.3942 -1.1323 -1.5576 -0.0607
C -4.3538 -2.0557 -2.0411 -0.1895
C -3.3463 -2.2325 -0.9374 -0.2475
O -4.0049 -2.9703 0.0578 -0.1799
C -3.2954 -2.9221 1.2697 -0.1033
H -9.1017 -3.0268 0.4577 0.0832
H -8.3261 -3.9635 -0.8020 0.0843
H -9.8505 -3.1376 -1.1410 0.0918
H -8.3389 -1.9154 -3.0678 0.1231
H -7.1756 -3.0019 -2.2969 0.1223
H -6.9524 0.0357 -2.2397 0.1149
H -6.1810 -1.0074 -3.4706 0.1254
H -5.7662 -1.4492 -0.6714 0.0877
H -3.8273 -1.5332 -2.8799 0.1143
H -4.7017 -3.1014 -2.3222 0.1388
H -2.9853 -1.2663 -0.5790 0.1073
H -2.4582 -2.8006 -1.2268 0.1103
H -2.2161 -3.1246 1.1745 0.0842
H -3.6800 -3.6173 2.0116 0.0767
H -3.3789 -1.8864 1.6386 0.0740
C 0.5100 1.8639 3.6012 -0.0911
O 0.9416 0.6728 2.9627 -0.1987
C 0.1007 0.2844 1.9063 -0.2334
C 0.8424 -0.5948 0.9916 -0.2573
N 0.2848 -1.0032 -0.2218 0.0004
C -0.2229 0.1637 -1.0601 -0.1501
C -0.4151 -0.1745 -2.5157 -0.2322
O 0.8047 -0.5074 -3.1314 -0.1882
C 0.6266 -0.8138 -4.5187 -0.0864
H 1.2658 1.9611 4.3710 0.0741
H -0.4958 1.7726 4.0247 0.0764
H 0.5923 2.7588 2.9620 0.0862
H -0.1216 1.2062 1.3597 0.1119
H -0.8676 -0.1127 2.2049 0.1224
H 1.0758 -1.5069 1.5657 0.1112
H 1.8252 -0.0919 0.9242 0.1159
H 0.9561 -1.4351 -0.8446 0.0817
H 0.4889 0.9833 -1.0263 0.1009
H -1.2247 0.4728 -0.7390 0.0942
H -0.8354 0.6697 -3.0321 0.0999
H -1.1554 -0.9743 -2.6577 0.1121
H -0.1446 -1.5496 -4.6883 0.0436
H 1.6119 -1.1925 -4.8493 0.0916
H 0.4429 0.0532 -5.1479 0.0884
C -2.8319 -0.0525 4.4302 -0.0476
C -3.3466 -0.8833 5.6023 -0.4157
C -3.2924 -2.4370 5.2878 -0.1965
O -1.9666 -2.6871 5.0038 -0.1947
C -1.6710 -3.9240 4.4731 -0.1029
N -2.6604 -0.4730 6.7925 0.0516
H -3.2805 -0.4994 3.5446 0.0638
H -1.7512 -0.1814 4.4260 0.0550
H -3.0541 0.9881 4.5969 0.0736
H -4.3902 -0.6348 5.7604 0.1302
H -3.9163 -2.5803 4.3872 0.0980
H -3.7055 -3.0515 6.1096 0.1238
H -0.6049 -4.0562 4.5414 0.0747
H -2.0168 -4.0647 3.4401 0.0637
H -2.1242 -4.7439 5.0745 0.1054
H -1.6536 -0.6541 6.7482 0.0507
H -2.9786 -0.9651 7.6006 0.0649
C -5.0062 2.8357 -2.7907 -0.0299
C -3.6651 2.3385 -2.2204 -0.4210
C -2.7943 3.5436 -1.8156 -0.2341
O -2.7914 4.4527 -2.8497 -0.2053
C -2.5896 5.7667 -2.4202 -0.0922
N -3.6573 1.4904 -1.0636 0.0697
H -5.5387 3.5511 -2.1490 0.0858
H -5.6418 1.9857 -3.0892 0.0649
H -4.8055 3.3610 -3.7187 0.0587
H -3.0930 1.7917 -2.9740 0.1108
H -1.7661 3.1733 -1.5831 0.1255
H -3.2163 3.9628 -0.8952 0.1089
H -3.2225 5.9444 -1.5356 0.0950
H -2.8915 6.4369 -3.2289 0.0882
H -1.5036 5.9133 -2.2720 0.0884
H -4.0498 0.5868 -1.2727 0.0278
H -4.2190 1.9754 -0.3730 0.0340
C 1.5080 0.8968 8.8917 -0.0498
C 1.0620 2.3820 9.0679 -0.4065
C 0.7543 3.0082 7.7007 -0.2609
O 0.5036 4.3665 7.8217 -0.1918
C -0.1515 4.9903 6.6952 -0.0585
N -0.1536 2.5347 9.8989 0.0479
H 2.0368 0.5523 9.7811 0.0778
H 2.1840 0.8328 8.0258 0.0517
H 0.6572 0.2530 8.6333 0.0624
H 1.9174 2.9294 9.4920 0.1181
H -0.0941 2.3985 7.3174 0.1322
H 1.5848 2.8383 6.9810 0.1063
H -1.0140 4.4798 6.2766 0.0839
H 0.5399 5.1261 5.8694 0.0685
H -0.3797 5.9586 7.1036 0.0853
H -0.6802 3.3694 9.7395 0.0553
H -0.7234 1.7176 9.7373 0.0580
C 0.0990 8.6920 3.3787 -0.0465
C 1.2076 8.3714 2.3525 -0.4089
C 1.7383 6.8855 2.5404 -0.2319
O 2.4439 6.8204 3.7345 -0.1945
C 2.9874 5.5278 3.9824 -0.0796
N 0.7136 8.3590 0.9717 0.0292
H -0.3951 9.6497 3.2055 0.0745
H 0.6022 8.7007 4.3359 0.0735
H -0.6268 7.8872 3.3091 0.0513
H 2.0986 9.0123 2.5677 0.1402
H 2.3244 6.7157 1.6167 0.1173
H 0.8672 6.2196 2.6018 0.1081
H 3.7807 5.4108 3.2534 0.0768
H 2.2078 4.7454 3.8092 0.0825
H 3.3573 5.4477 5.0178 0.0890
H 0.1431 9.1867 0.8122 0.0726
H 1.4733 8.3026 0.3235 0.0594
C 1.8405 -2.8091 7.2394 -0.0352
C 1.9047 -1.6653 6.2202 -0.4766
C 2.4399 -2.2207 4.8901 -0.2370
O 3.7364 -2.7077 5.0389 -0.1737
C 4.3074 -3.0645 3.7619 -0.0646
N 0.7317 -0.9158 6.0957 0.0809
H 1.4956 -2.4497 8.2186 0.0781
H 2.8490 -3.2241 7.2018 0.0790
H 1.1089 -3.5514 6.8791 0.0782
H 2.7181 -1.0467 6.6343 0.1174
H 2.3499 -1.4704 4.0761 0.1107
H 1.6975 -2.9815 4.5393 0.1217
H 4.4360 -2.1252 3.2319 0.0797
H 3.6910 -3.6988 3.1533 0.0735
H 5.2632 -3.5356 3.9218 0.0848
H -0.0243 -1.4883 5.7383 0.0547
H 0.7950 -0.2322 5.3461 0.0625
C -0.3806 -4.2155 -2.9762 -0.0489
C 0.5150 -5.3261 -3.3833 -0.4089
C -0.1210 -6.6335 -2.8717 -0.1956
O 0.7978 -7.6941 -3.1485 -0.1854
C 0.4232 -8.9264 -2.5758 -0.1123
N 0.9443 -5.5368 -4.7981 0.0787
H -0.7214 -4.3880 -1.9615 0.0638
H -1.2327 -4.1839 -3.6524 0.0831
H 0.1125 -3.2631 -3.0437 0.0601
H 1.4604 -5.1675 -2.8534 0.1265
H -1.0925 -6.7321 -3.3724 0.1351
H -0.3609 -6.5207 -1.8210 0.0880
H 1.1599 -9.6654 -2.8944 0.0876
H -0.5630 -9.2802 -2.8619 0.0825
H 0.4494 -8.8729 -1.4607 0.0890
H 0.1079 -5.8222 -5.3006 0.0830
H 1.6216 -6.2808 -4.8290 0.0710
```

Calculated values
Orbital gap ... 8.98 eV
E ... -155622.196 eV
Energy relative to the best compared isomer or geometry (same formula, charge and spin) ... 0.0 kcal/mol
LUMO energy ... 0.46 eV
Maximum force ... 3.8 eV/Å
HOMO energy ... -8.521 eV